Formula: C6H14O
Source: the Open Molecules 2025 dataset
Level of theory: wB97M-V/def2-TZVPD

Geometry as XYZ:
```
21
Properties=species:S:1:pos:R:3:nbo_charge:R:1
C -0.377 2.564 0.616 -0.60
C -0.732 1.047 0.637 -0.42
C -0.031 0.408 -0.463 -0.01
C -0.766 -0.487 -1.237 -0.16
C -0.271 -1.748 -1.791 -0.66
C 1.398 0.268 -0.291 -0.67
H -0.792 2.991 1.538 0.20
H -0.758 2.981 -0.249 0.20
H 0.735 2.736 0.621 0.20
H -0.449 0.628 1.616 0.20
H -1.816 1.034 0.440 0.21
H -1.871 -0.341 -1.160 0.19
H 0.743 -1.564 -2.273 0.22
H -0.065 -2.577 -1.009 0.22
H -0.897 -2.092 -2.546 0.22
H 1.963 1.089 -0.714 0.23
H 1.866 -0.686 -0.688 0.22
H 1.713 0.199 0.767 0.22
H -0.296 -2.744 2.335 0.47
H 0.184 -1.459 1.676 0.47
O 0.518 -2.247 2.175 -0.94
```

- multiplicity = 1
- E_tot (a.u.) = -312.1863
- charge = 0
- energy above the lowest of the compared OMol25 structures with the same formula, charge and spin (kJ/mol) = 180.4
- E_HOMO (Eh) = -0.3132
- SMILES = C/C=C(\C)CC.O
- F_max (eV Å⁻¹) = 5.33